This record from the OMol25 dataset describes a molecular structure, C25H22F5HfN6O4S2Se in a non-equilibrium geometry. The level of theory is the ωB97M-V functional and the def2-TZVPD basis.

Geometry (Å):
Hf  0.333  0.000  0.201
Se  3.343  -1.930  -0.009
S  -0.824  1.045  -2.040
S  1.196  -1.781  2.775
F  5.225  0.920  -1.835
F  4.034  -1.163  -5.139
F  2.300  1.269  -4.347
F  1.788  1.547  -1.818
F  3.744  -2.721  -2.783
O  -1.686  -0.170  0.650
O  1.922  0.490  1.346
O  -3.837  3.329  1.409
O  0.251  -1.659  1.433
N  0.156  -1.905  -1.165
N  -0.271  1.926  1.058
N  -2.168  -0.785  -3.577
N  -0.864  -1.726  -2.120
N  -2.447  -2.105  -3.622
N  -1.647  2.108  1.082
C  2.749  4.005  1.209
C  0.184  -0.899  3.920
C  -5.851  2.141  1.414
C  3.785  -1.395  -2.781
C  -1.228  -0.513  -2.605
C  -1.804  -4.105  -2.342
C  1.918  2.843  1.137
C  -4.457  2.165  1.243
C  3.977  0.684  -1.267
C  -3.729  0.931  1.109
C  2.445  1.573  0.743
C  3.524  -0.746  -3.950
C  -2.325  0.942  0.918
C  -5.811  -0.258  1.293
C  -6.493  0.951  1.406
C  4.510  2.743  0.085
C  0.915  -3.472  3.286
C  2.892  0.794  -2.150
C  3.656  -0.756  -1.435
C  -1.684  -2.694  -2.701
C  0.482  2.972  1.299
C  -4.445  -0.221  1.128
C  2.999  0.536  -3.506
C  3.835  1.424  0.210
C  4.043  3.902  0.692
H  1.749  -4.077  2.924
H  -0.839  -4.581  -2.584
H  -2.811  3.137  1.253
H  0.949  -3.492  4.377
H  5.504  2.726  -0.365
H  1.047  -2.157  -1.637
H  2.340  4.865  1.682
H  -0.809  -1.285  3.784
H  -2.663  -0.165  -4.191
H  4.657  4.815  0.695
H  4.369  0.597  0.741
H  -2.621  -4.502  -2.982
H  -0.006  -3.829  2.861
H  -3.988  -1.191  1.086
H  -2.073  -4.272  -1.291
H  -7.574  0.949  1.488
H  0.029  3.961  1.438
H  -0.049  -2.733  -0.561
H  -6.320  3.125  1.587
H  -6.292  -1.197  1.255
H  0.215  0.159  3.673
H  0.551  -1.094  4.911

Calculated values
HOMO energy (spin up / spin down): -8.42 / -8.43 eV
Kohn-Sham gap (spin up / spin down): 3.6 / 3.7 eV
ΔE to the lowest compared entry with this formula, charge and spin: 1.122 eV
Total charge: +1

Atomic partial charges in e from the natural (NBO) method, atoms 1 to 8: 2.24, -0.15, -0.10, 1.29, -0.35, -0.28, -0.28, -0.33

***

This record from the OMol25 dataset describes a molecular structure, C15H18N4OS2 in a non-equilibrium geometry. The level of theory is the ωB97M-V functional and the def2-TZVPD basis.

Geometry (Å):
S  -3.372  -0.405  -0.807
S  0.632  -1.984  -2.361
O  -5.284  -1.655  0.522
N  1.085  -1.343  -0.940
N  -6.174  -0.125  -0.792
N  2.035  -2.754  -2.782
N  -7.168  -0.789  -0.115
C  -1.076  2.851  -0.082
C  2.274  1.116  1.170
C  -3.073  1.396  -0.875
C  4.439  -1.701  0.481
C  3.150  -1.231  0.442
C  4.980  -2.565  -0.582
C  -6.652  -1.689  0.641
C  -5.067  -0.674  -0.381
C  2.869  -2.479  -1.796
C  0.240  2.673  0.751
C  2.367  -1.645  -0.701
C  -2.173  1.832  0.347
C  4.238  -2.929  -1.660
C  2.642  -0.340  1.583
C  0.880  1.286  0.502
H  3.062  1.582  0.555
H  -2.475  1.599  -1.782
H  1.849  -0.830  2.181
H  0.935  3.443  0.360
H  3.501  -0.246  2.279
H  -7.119  -2.420  1.294
H  -2.848  2.292  1.095
H  0.067  2.794  1.836
H  0.236  0.437  0.788
H  -3.990  2.003  -0.892
H  2.240  1.697  2.119
H  -1.765  0.933  0.839
H  1.035  1.192  -0.591
H  5.106  -1.461  1.314
H  4.644  -3.556  -2.462
H  6.008  -2.938  -0.524
H  -1.448  3.859  0.182
H  -0.831  2.774  -1.158

Calculated values
HOMO energy: -8.99 eV
Kohn-Sham gap: 8.4 eV

Atomic partial charges in e from the natural (NBO) method, atoms 1 to 8: 0.25, 0.89, -0.42, -0.63, -0.31, -0.58, -0.28, -0.40

***

This record from the OMol25 dataset describes a molecular structure, C14H34AgClN2O6 in a non-equilibrium geometry. The level of theory is the ωB97M-V functional and the def2-TZVPD basis.

Geometry (Å):
Ag  -1.321  1.080  -0.712
Cl  -4.204  2.966  -2.705
O  -2.901  -4.644  -1.002
O  0.603  4.525  1.073
O  -0.357  5.449  3.940
O  0.765  -0.315  -4.093
O  1.373  -0.852  1.863
O  -3.401  -2.029  0.667
N  3.180  -1.853  2.768
N  1.940  -0.257  -6.013
C  -4.250  -2.698  -0.229
C  -4.170  -4.252  -0.408
C  -3.370  -2.326  2.087
C  0.038  6.696  4.584
C  3.279  -0.140  -5.507
C  0.561  4.411  3.554
C  1.372  5.040  -0.055
C  -0.486  -0.655  -6.076
C  3.405  -0.768  3.724
C  2.119  -1.846  1.923
C  -2.589  -6.047  -0.974
C  1.423  4.761  2.296
C  0.826  -0.429  -5.302
C  1.870  -3.020  1.064
H  1.337  -2.578  0.223
H  -4.914  -4.739  -1.039
H  2.402  4.697  0.045
H  1.162  -3.712  1.521
H  -0.477  -1.047  -7.093
H  1.166  4.219  4.440
H  -1.589  -6.177  -1.387
H  2.502  -0.296  4.111
H  0.594  6.679  5.522
H  1.004  4.653  -1.005
H  2.229  4.029  2.248
H  -4.150  -2.178  -1.182
H  -5.272  -2.557  0.124
H  -0.808  7.380  4.651
H  -1.024  -1.490  -5.626
H  -3.112  -3.355  2.339
H  3.727  -2.699  2.847
H  0.735  7.131  3.869
H  3.880  -0.855  -6.070
H  1.869  -0.086  -7.006
H  -2.519  -6.467  0.029
H  -3.165  -6.646  -1.680
H  3.499  -0.230  -4.443
H  -2.715  -1.601  2.569
H  2.776  -3.478  0.666
H  3.592  0.889  -5.683
H  1.505  6.122  -0.016
H  -1.133  0.220  -6.139
H  -0.052  3.521  3.410
H  3.947  -1.098  4.610
H  4.042  -0.013  3.264
H  1.826  5.763  2.443
H  -4.380  -2.062  2.402
H  -4.188  -4.735  0.568

Calculated values
HOMO energy: -7.10 eV
Kohn-Sham gap: 5.0 eV
ΔE to the lowest compared entry with this formula, charge and spin: 6.647 eV

Atomic partial charges in e from the natural (NBO) method, atoms 1 to 8: 0.87, -0.88, -0.56, -0.54, -0.56, -0.65, -0.67, -0.55

***

This record from the OMol25 dataset describes 3 unconnected molecules or ions with the total composition C22H28O12S4 in a non-equilibrium geometry. The level of theory is the ωB97M-V functional and the def2-TZVPD basis.

Geometry (Å):
S  4.952  -3.090  -3.660
S  -5.652  3.985  1.614
S  -3.761  3.112  6.324
S  -1.060  -1.930  -1.379
O  1.777  1.576  3.632
O  -0.109  -1.822  -2.448
O  -1.152  -3.467  -0.917
O  -0.982  -1.095  -0.217
O  -5.101  3.502  0.350
O  -2.669  3.167  7.293
O  -5.106  3.227  6.893
O  4.814  -1.875  -2.910
O  6.231  -3.551  -4.112
O  3.939  -3.053  -4.904
O  -0.338  4.422  0.048
O  -7.063  3.564  1.690
C  -0.474  2.073  2.854
C  2.176  1.211  -1.682
C  0.885  2.321  0.163
C  4.173  -4.403  -2.772
C  2.495  0.493  0.804
C  2.810  0.387  -0.631
C  -3.613  1.626  5.218
C  4.032  -1.957  -5.824
C  1.195  2.217  -1.255
C  -0.187  3.366  0.617
C  -2.691  -1.794  -2.043
C  1.497  1.471  1.213
C  -1.315  1.661  3.968
C  -1.069  2.922  1.819
C  -2.723  2.079  4.004
C  1.030  1.677  2.688
C  -3.334  2.927  2.938
C  0.509  -3.652  0.868
C  -2.465  3.360  1.851
C  0.052  -4.121  -0.501
C  5.252  -2.069  -6.720
C  -4.853  3.273  3.099
H  -0.170  -5.188  -0.458
H  -5.403  2.327  3.334
H  4.795  -4.630  -1.907
H  2.390  1.119  -2.771
H  1.372  -4.231  1.206
H  3.557  -0.374  -0.977
H  4.107  -5.275  -3.420
H  -4.642  1.323  4.903
H  0.648  2.897  -1.950
H  3.185  -4.078  -2.451
H  -5.639  5.355  1.775
H  -2.846  4.018  1.042
H  3.011  -0.155  1.546
H  5.251  -1.280  -7.474
H  -3.409  -2.067  -1.271
H  -2.840  -0.756  -2.338
H  -4.982  4.007  3.944
H  -2.780  -2.448  -2.908
H  5.276  -3.040  -7.219
H  -3.602  4.204  5.475
H  -0.916  1.028  4.797
H  4.024  -1.007  -5.285
H  3.133  -1.988  -6.440
H  -0.296  -3.751  1.598
H  6.175  -1.979  -6.145
H  -3.138  0.815  5.823
H  0.801  -2.600  0.849
H  0.837  -3.983  -1.249

Calculated values
HOMO energy: -9.41 eV
Kohn-Sham gap: 8.3 eV

Atomic partial charges in e from the natural (NBO) method, atoms 1 to 8: 2.38, 1.94, 1.95, 2.37, -0.49, -0.93, -0.72, -0.93

***

This record from the OMol25 dataset describes a single C6H12O2 molecule in a non-equilibrium geometry. The level of theory is the ωB97M-V functional and the def2-TZVPD basis.

Geometry (Å):
O  2.060  -0.433  -0.246
O  0.413  0.651  2.016
C  0.085  -1.637  -0.441
C  -1.405  0.974  0.409
C  -2.427  -0.098  0.750
C  0.664  -0.476  -0.092
C  0.145  0.736  0.629
C  2.450  0.062  -1.524
H  0.628  1.649  0.264
H  0.669  -2.486  -0.781
H  -1.571  1.329  -0.614
H  -2.585  -0.765  -0.102
H  3.525  -0.088  -1.652
H  2.247  1.133  -1.620
H  -1.651  1.833  1.049
H  -3.408  0.359  0.919
H  -2.150  -0.673  1.636
H  1.325  0.313  2.090
H  1.946  -0.489  -2.326
H  -0.961  -1.894  -0.363

Calculated values
HOMO energy: -9.64 eV
Kohn-Sham gap: 10.6 eV
ΔE to the lowest compared entry with this formula, charge and spin: 2.352 eV

Atomic partial charges in e from the natural (NBO) method, atoms 1 to 8: -0.56, -0.71, -0.43, -0.41, -0.62, 0.27, 0.04, -0.25

***

This record from the OMol25 dataset describes a molecular structure, C29H65HgN2O9S4 in a non-equilibrium geometry. The level of theory is the ωB97M-V functional and the def2-TZVPD basis.

Geometry (Å):
Hg  4.230  1.843  1.444
S  2.204  -4.335  0.835
S  3.722  3.697  -1.771
S  -1.856  5.140  0.516
S  2.354  2.126  4.821
O  -0.611  5.449  1.171
O  2.054  1.588  0.933
O  2.694  1.668  6.147
O  -2.259  5.798  -0.702
O  1.874  -3.543  2.002
O  4.303  2.919  -0.666
O  4.520  4.733  -2.407
O  1.195  -5.181  0.210
O  3.396  2.106  3.791
N  -0.148  -1.109  -3.855
N  -3.533  -2.291  1.644
C  -2.372  -2.892  2.312
C  4.805  -4.797  0.209
C  4.156  -4.139  -1.000
C  -5.174  -3.833  2.816
C  1.901  3.292  -3.675
C  -3.180  2.821  1.041
C  -0.247  2.100  4.020
C  1.275  -0.844  -3.867
C  -4.150  3.982  1.278
C  -1.655  -3.953  1.490
C  -0.711  -3.457  -3.683
C  2.075  4.348  -1.335
C  0.298  3.553  3.961
C  -2.079  -0.584  0.611
C  1.633  0.442  0.244
C  -2.447  -0.126  -3.883
C  -3.311  5.199  1.634
C  3.084  2.539  -3.032
C  -0.463  -2.177  -2.880
C  0.961  1.154  4.166
C  -0.943  0.100  -3.640
C  -4.737  -3.094  1.556
C  -1.937  3.305  0.282
C  3.693  -5.402  1.098
C  1.475  3.723  4.885
C  -3.145  -1.641  0.389
C  2.194  -1.988  -4.250
C  2.984  -3.315  -0.445
C  1.212  4.103  -2.583
H  -4.828  3.757  2.099
H  -4.519  -4.696  2.936
H  3.941  -5.378  2.156
H  -0.768  1.901  3.084
H  4.793  -3.508  -1.614
H  -4.557  -3.826  0.752
H  1.410  -0.452  0.834
H  -0.940  2.993  0.588
H  1.490  -0.116  -4.661
H  -2.771  -2.366  -0.350
H  -2.810  -0.647  -2.999
H  0.242  -2.362  -2.060
H  5.528  -5.538  -0.145
H  1.146  2.594  -4.037
H  3.451  -6.415  0.786
H  -1.372  -1.970  -2.309
H  1.754  3.729  -0.495
H  0.695  0.435  4.941
H  -5.563  -2.466  1.214
H  3.280  -2.331  -0.081
H  1.679  -0.348  -2.968
H  3.684  -4.917  -1.603
H  2.215  -3.159  -1.203
H  3.905  2.173  -3.645
H  0.173  -3.935  -4.103
H  -3.652  1.978  0.546
H  -1.007  -4.497  2.180
H  -2.282  -4.675  0.969
H  -3.040  5.055  2.685
H  5.495  -4.165  0.775
H  2.128  4.579  4.743
H  -0.402  4.343  4.240
H  2.249  -2.782  -3.499
H  0.416  3.444  -2.231
H  -2.408  0.098  1.398
H  -1.082  -4.243  -3.015
H  -2.052  3.226  -0.800
H  0.744  5.031  -2.902
H  1.267  0.532  3.328
H  -4.039  -1.253  -0.102
H  2.724  1.665  -2.483
H  -0.941  1.929  4.839
H  0.623  3.864  2.965
H  2.409  0.219  -0.498
H  -1.755  -0.100  -0.314
H  1.112  3.702  5.916
H  -1.629  -2.149  2.602
H  -2.754  -3.344  3.228
H  -0.711  0.600  -2.687
H  -1.439  -3.246  -4.462
H  -1.121  -0.931  1.011
H  -0.656  0.858  -4.377
H  -0.985  -3.453  0.789
H  -2.624  -0.632  -4.830
H  0.752  0.707  -0.355
H  1.981  -2.564  -5.151
H  2.257  3.771  -4.587
H  -2.930  0.841  -4.025
H  -4.723  4.218  0.380
H  -5.099  -3.188  3.693
H  -3.778  6.182  1.633
H  -2.786  2.546  2.023
H  3.173  -1.524  -4.383
H  2.173  5.356  -0.939
H  -6.202  -4.180  2.741

Calculated values
HOMO energy: -9.77 eV
Kohn-Sham gap: 3.3 eV
ΔE to the lowest compared entry with this formula, charge and spin: 0.999 eV
Total charge: +1

Atomic partial charges in e from the Löwdin method, atoms 1 to 8: 1.34, 0.69, 0.74, 0.68, 0.72, -0.34, -0.40, -0.29

***

Number 1: electronic energy -5340.0979 Eh. Number 2: electronic energy -1672.9678 Eh. Number 3: electronic energy -1721.7098 Eh. Number 4: electronic energy -3350.5675 Eh. Number 5: electronic energy -386.2337 Eh. Number 6: electronic energy -3676.3450 Eh.